# 1
# C3H9N2

A single C3H9N2 molecule (wB97M-V/def2-TZVPD, OMol25).

As for the spin multiplicity: 2. The HOMO-LUMO gap (spin up / spin down) is 6.02 / 9.81 eV. Its net charge is 0. For the HOMO energy (spin up / spin down), the calculation gives -4.75 / -8.61 eV.

```
14
C3H9N2 (wB97M-V/def2-TZVPD)
C -0.86281 1.63783 -0.98604
C 0.50559 0.96443 -0.97473
N 0.02295 -1.84550 1.41739
C -0.05882 -0.53967 0.92455
N 0.48232 -0.34745 -0.32791
H -1.61540 1.01876 -1.47674
H -1.26890 1.75466 0.01675
H -0.79660 2.56722 -1.55005
H 0.83129 0.78993 -1.99681
H 1.19772 1.61184 -0.42603
H 0.33226 -2.62037 0.88299
H -0.42392 -2.04341 2.28817
H -0.19245 0.27083 1.62057
H 0.95396 -1.08076 -0.82065
```

Atom charges from the Löwdin analysis, given in e for atoms 1 to 8: atom 1 (C): -0.112, atom 2 (C): -0.270, atom 3 (N): 0.023, atom 4 (C): -0.279, atom 5 (N): -0.081, atom 6 (H): 0.072, atom 7 (H): 0.057, atom 8 (H): 0.067

***

# 2
# C3H9N2

A 2-piece molecular cluster, C3H9N2 overall (wB97M-V/def2-TZVPD, OMol25).

As for the spin multiplicity: 2. The HOMO-LUMO gap (spin up / spin down) is 4.33 / 9.32 eV. Its net charge is 0. For the HOMO energy (spin up / spin down), the calculation gives -4.14 / -9.07 eV.

```
14
C3H9N2 (wB97M-V/def2-TZVPD)
C 2.06629 1.26286 0.44494
N 1.75096 0.04295 0.39474
H 1.39846 1.97836 -0.08307
H 2.97456 1.68888 0.88119
H 2.53592 -0.62437 0.51847
H 0.61132 -0.42003 0.18591
C -1.34796 0.07043 -1.19308
C -1.42676 -1.19190 0.80763
N -0.69704 -0.72670 -0.14650
H -0.67162 -0.08232 -2.03672
H -1.38442 1.09686 -0.80566
H -2.32943 -0.32551 -1.50107
H -0.98210 -1.40613 1.79180
H -2.49819 -1.36338 0.74142
```

Atom charges from the Löwdin analysis, given in e for atoms 1 to 8: atom 1 (C): -0.286, atom 2 (N): -0.133, atom 3 (H): 0.019, atom 4 (H): 0.019, atom 5 (H): 0.076, atom 6 (H): 0.064, atom 7 (C): -0.087, atom 8 (C): 0.016

***

# 3
# C3H9N2

C3H9N2 as an isolated structure (wB97M-V/def2-TZVPD, OMol25).

As for the spin multiplicity: 2. The HOMO-LUMO gap (spin up / spin down) is 5.24 / 8.09 eV. Its net charge is 0. For the HOMO energy (spin up / spin down), the calculation gives -4.65 / -7.52 eV.

```
14
C3H9N2 (wB97M-V/def2-TZVPD)
C -2.39490 0.20142 -1.27684
N -1.34317 -0.64821 -1.19675
H -3.27332 -0.30749 -1.64830
H -2.29104 1.29556 -1.27190
H -0.20249 -0.82600 -0.45438
H -1.31685 -1.34490 -1.99024
C 1.90703 1.12546 1.43133
C 0.95810 0.21277 1.36177
N 0.74369 -0.68755 0.20825
H 2.85426 1.13226 0.87810
H 1.69103 1.89431 2.12857
H 0.13886 0.06893 2.03227
H 1.38777 -0.52289 -0.59434
H 1.14103 -1.59368 0.39247
```

Atom charges from the Löwdin analysis, given in e for atoms 1 to 8: atom 1 (C): -0.262, atom 2 (N): -0.208, atom 3 (H): 0.001, atom 4 (H): 0.004, atom 5 (H): 0.007, atom 6 (H): 0.033, atom 7 (C): 0.027, atom 8 (C): -0.162

***

# 4
# C3H9N2

An isolated ion of composition C3H9N2 and charge +1 (wB97M-V/def2-TZVPD, OMol25).

As for the SMILES: CC/[NH+]=C/N. The HOMO-LUMO gap is 11.10 eV. Its net charge is +1. For the HOMO energy, the calculation gives -15.19 eV.

```
14
C3H9N2 (wB97M-V/def2-TZVPD)
C 1.36058 1.65625 -0.28447
C 0.60586 0.46879 -0.77364
N -0.23704 -0.15086 0.25585
C -0.78405 -1.33147 0.25331
N -1.90960 -1.66792 0.87846
H 0.75996 2.56857 -0.13446
H 1.81141 1.52170 0.69597
H 2.11582 1.99250 -0.99050
H 0.00599 0.53512 -1.68586
H 1.33122 -0.27491 -1.15959
H -0.31457 0.47187 1.05156
H -0.44883 -1.95247 -0.57064
H -2.14228 -1.19480 1.73757
H -2.15447 -2.64237 0.72644
```

Atom charges from the Löwdin analysis, given in e for atoms 1 to 8: atom 1 (C): -0.077, atom 2 (C): -0.218, atom 3 (N): 0.061, atom 4 (C): -0.121, atom 5 (N): 0.196, atom 6 (H): 0.093, atom 7 (H): 0.088, atom 8 (H): 0.094

***

# 5
# C3H9N2

An isolated ion of composition C3H9N2 and charge +1 (wB97M-V/def2-TZVPD, OMol25).

As for the SMILES: CC/[NH+]=C/N. The HOMO-LUMO gap is 10.92 eV. Its net charge is +1. For the HOMO energy, the calculation gives -15.06 eV.

```
14
C3H9N2 (wB97M-V/def2-TZVPD)
C -0.95444 0.46518 1.93317
C -1.00614 -0.01157 0.49469
N 0.36490 -0.01772 -0.06307
C 0.61145 -0.09135 -1.38269
N 1.80275 -0.40416 -1.98024
H -0.19048 0.36825 2.75765
H -1.00187 1.46215 2.09210
H -1.79324 0.05169 2.42936
H -1.43325 -0.98463 0.24476
H -1.70652 0.55824 -0.31477
H 1.14290 -0.13322 0.45651
H -0.20447 -0.13673 -2.15540
H 2.70900 -0.52706 -1.60873
H 1.65941 -0.59906 -2.90332
```

Atom charges from the Löwdin analysis, given in e for atoms 1 to 8: atom 1 (C): -0.070, atom 2 (C): -0.176, atom 3 (N): 0.068, atom 4 (C): -0.050, atom 5 (N): 0.199, atom 6 (H): 0.120, atom 7 (H): 0.038, atom 8 (H): 0.072

***

# 6
# C3H9N2

An isolated ion of composition C3H9N2 and charge +1 (wB97M-V/def2-TZVPD, OMol25).

As for the SMILES: C/C([NH3+])=C\N. The HOMO-LUMO gap is 8.99 eV. Its net charge is +1. For the HOMO energy, the calculation gives -12.57 eV.

```
14
C3H9N2 (wB97M-V/def2-TZVPD)
C -0.70795 1.31329 0.05980
C 0.23796 0.15048 0.09768
N 1.69805 0.37216 0.27850
C -0.13794 -1.14486 -0.05582
N -1.30922 -1.52420 -0.59577
H -1.67527 0.97533 0.40684
H -0.31879 2.08187 0.73926
H -0.79013 1.84599 -0.89034
H 1.93008 1.36168 0.35920
H 2.00599 -0.04138 1.17189
H 2.25793 -0.09402 -0.43248
H 0.37665 -1.94661 0.46494
H -1.96650 -0.86426 -0.97588
H -1.60085 -2.48548 -0.62779
```

Atom charges from the Löwdin analysis, given in e for atoms 1 to 8: atom 1 (C): -0.040, atom 2 (C): -0.298, atom 3 (N): 0.219, atom 4 (C): -0.152, atom 5 (N): 0.117, atom 6 (H): 0.087, atom 7 (H): 0.089, atom 8 (H): 0.090

***

What maximum force values result from the calculations? In sequence: 1.18 8.08 4.68 2.90 6.29 1.60 eV/A.
What energy values result from the calculations? In sequence: -6235.1107 -6232.9192 -6232.1102 -6230.5005 -6229.2880 -6229.8131 eV.